Computed, not measured: a cluster of 2 separate species, C4H9NO3 in total in a non-equilibrium geometry, with wB97M-V/def2-TZVPD.

Calculated values
HOMO = -9.5 eV
energy relative to the best compared isomer or geometry (same formula, charge and spin) = 171.9 kJ/mol
lowest unoccupied orbital energy = 0.748 eV
structure (SMILES) = C[C@@H](C=O)NC=O.O

Element x y z (Å)
C: 1.9280 1.2345 0.4073
C: 0.8512 0.1935 0.0769
C: 0.0327 -0.1014 1.3117
O: -0.7544 0.6773 1.7591
N: -0.0835 0.6541 -0.9724
C: -0.6268 -0.2673 -1.8258
O: -1.6507 -0.0647 -2.4471
H: 2.2843 1.1435 1.4293
H: 1.5853 2.2699 0.3412
H: 2.6877 1.2641 -0.3741
H: 1.3629 -0.6670 -0.3602
H: 0.1873 -1.1290 1.6813
H: -0.0914 1.6465 -1.0807
H: -0.0691 -1.2210 -1.8840
O: -2.1739 -1.8805 0.6106
H: -2.6719 -2.0888 1.4185
H: -2.7977 -1.6637 -0.0917

Forces on atoms 1 to 3 (eV/Å):
C -0.306 0.839 -0.659
C -0.008 1.045 -1.194
C 0.065 -0.873 -0.427